# 1
This record from the Open Molecules 2025 dataset describes C8H17AlBeFI2N2O12S as an isolated structure at a distorted geometry. The level of theory is ωB97M-V/def2-TZVPD.

Results
- max |F| (eV/Å) = 6.48
- net charge = +1
- electronic energy (eV) = -72849.50495

Geometry as XYZ:
```
45
C8H17AlBeFI2N2O12S | the Open Molecules 2025 dataset | ωB97M-V/def2-TZVPD
C 2.919 -1.968 -1.709
C 1.863 -0.810 -1.505
I 2.714 1.056 -1.053
C 0.530 -0.978 -1.638
I -0.139 -2.947 -2.080
C -0.431 0.170 -1.476
O -0.092 1.242 -2.340
S -1.364 2.281 -2.317
O -1.630 2.664 -3.643
O -0.998 3.291 -1.390
O -2.438 1.273 -1.714
C -1.887 -0.074 -1.856
C -2.765 -0.943 -0.944
O -3.299 -2.056 -1.646
N -4.465 -1.616 -2.356
O -4.541 -2.149 -3.381
H 3.928 -1.573 -1.754
H 2.719 -2.382 -2.697
H 2.864 -2.812 -0.952
H -0.373 0.478 -0.422
H -1.920 -0.273 -3.002
H -3.631 -0.342 -0.662
H -2.275 -1.239 -0.020
N 0.750 3.308 1.460
H 1.716 3.017 1.303
H 0.221 3.313 0.579
H 0.343 2.655 2.131
H 0.751 4.240 1.862
F 2.016 2.784 3.226
Be -2.245 -1.418 -4.380
C 1.485 -5.142 -5.197
O 1.624 -5.881 -6.158
O 2.310 -5.011 -4.260
O 0.491 -4.394 -5.003
C 1.066 0.328 5.101
O 0.604 -0.265 4.130
H 2.007 0.905 4.955
H 0.154 1.337 5.664
H 1.238 -0.257 6.028
Al 1.790 -2.206 0.287
O -0.915 1.028 6.085
H -1.437 0.731 5.327
O 0.515 3.267 5.851
H 0.590 4.072 5.331
H -0.368 3.296 6.238
```

---

# 2
This record from the Open Molecules 2025 dataset describes C37H40BiIN6O7Si as an isolated structure at a distorted geometry. The level of theory is ωB97M-V/def2-TZVPD.

Results
- max |F| (eV/Å) = 2.56
- ΔE to the lowest compared entry with this formula, charge and spin (eV) = 4.6380
- net charge = -2
- electronic energy (eV) = -84104.07849

Geometry as XYZ:
```
93
C37H40BiIN6O7Si | the Open Molecules 2025 dataset | ωB97M-V/def2-TZVPD
Bi 0.933 -1.176 0.535
N -1.973 -1.559 0.715
N -2.157 -2.422 1.818
C -1.098 -2.796 2.671
O -1.444 -3.300 3.736
O 0.092 -2.646 2.269
H -1.982 -0.573 1.001
H -2.703 -1.728 0.030
H -3.019 -2.303 2.348
I 2.437 -3.564 0.533
C 3.491 -2.883 2.288
C 4.368 -3.775 2.881
C 5.039 -3.397 4.036
C 4.839 -2.141 4.571
C 3.963 -1.220 3.960
C 3.770 0.065 4.493
C 2.925 0.967 3.883
C 2.232 0.597 2.737
C 2.368 -0.663 2.181
C 3.243 -1.589 2.777
H 4.527 -4.746 2.442
H 5.721 -4.088 4.516
H 5.359 -1.832 5.467
H 4.308 0.333 5.394
H 2.789 1.956 4.305
H 1.570 1.303 2.259
O 0.783 1.232 0.014
C 1.735 1.842 -0.788
C 2.616 1.287 -1.702
C 3.359 2.184 -2.520
C 4.234 1.756 -3.508
C 4.395 0.384 -3.759
C 3.727 -0.512 -2.961
C 2.896 -0.119 -1.897
O 2.473 -1.082 -1.120
N 4.929 2.682 -4.293
O 5.605 2.283 -5.262
O 4.849 3.893 -4.017
H 1.702 2.929 -0.734
H 3.222 3.248 -2.383
H 5.054 0.060 -4.550
H 3.851 -1.576 -3.102
C -4.309 1.063 1.450
N -3.791 1.999 2.425
C -4.113 3.378 2.133
C -2.538 1.698 2.921
N -1.973 0.628 2.562
N -2.057 2.659 3.853
C -0.629 2.608 4.088
C -2.812 2.678 5.089
H -5.352 1.309 1.250
H -4.246 0.058 1.860
H -3.741 1.084 0.515
H -3.842 3.638 1.103
H -3.562 4.027 2.805
H -5.187 3.534 2.276
H -1.100 0.400 3.020
H -0.110 2.589 3.132
H -0.315 1.738 4.683
H -0.337 3.512 4.626
H -3.876 2.682 4.868
H -2.550 3.574 5.655
H -2.589 1.800 5.713
C -5.520 -1.878 -2.763
C -4.640 -2.933 -2.590
C -3.290 -2.686 -2.430
C -2.775 -1.397 -2.456
C -3.675 -0.353 -2.623
C -5.033 -0.582 -2.764
Si -0.905 -1.118 -2.232
C -0.007 -1.217 -3.897
C 0.223 -2.454 -4.487
C 0.952 -2.564 -5.657
C 1.465 -1.428 -6.260
C 1.238 -0.189 -5.688
C 0.507 -0.089 -4.519
H -6.579 -2.064 -2.893
H -5.014 -3.949 -2.577
H -2.609 -3.510 -2.275
H -3.297 0.658 -2.640
H -5.718 0.249 -2.872
H -0.524 -2.384 -1.573
H -0.164 -3.345 -4.012
H 1.138 -3.539 -6.091
H 2.050 -1.513 -7.168
H 1.643 0.700 -6.149
H 0.348 0.878 -4.063
C -1.044 2.555 -1.020
C -0.630 1.185 -0.461
O -0.626 0.330 -1.678
H -2.108 2.506 -1.258
H -0.509 2.834 -1.935
H -0.895 3.328 -0.265
```

---

# 3
This record from the Open Molecules 2025 dataset describes a 10-piece molecular cluster, C25H70O10 overall at a distorted geometry. The level of theory is ωB97M-V/def2-TZVPD.

Results
- max |F| (eV/Å) = 2.10
- ΔE to the lowest compared entry with this formula, charge and spin (eV) = 0.0000
- electronic energy (eV) = -47534.13006
- SMILES string = CC(C)O.CC(C)O.CC(C)O.CC(C)O.CC(C)O.CCO.CCO.CCO.CCO.CCO

Geometry as XYZ:
```
105
C25H70O10 | the Open Molecules 2025 dataset | ωB97M-V/def2-TZVPD
C 2.539 -4.829 3.306
C 1.748 -4.509 2.096
C 0.191 -4.552 2.296
O 2.171 -3.213 1.563
H 2.397 -4.042 4.044
H 3.625 -4.802 3.084
H 2.283 -5.791 3.733
H 1.996 -5.248 1.328
H -0.078 -5.492 2.747
H -0.262 -4.457 1.301
H -0.137 -3.719 2.947
H 1.776 -3.173 0.664
C -3.359 3.926 -0.382
C -2.189 4.912 -0.241
C -2.483 6.034 0.695
O -0.936 4.251 0.157
H -4.198 4.525 -0.673
H -3.539 3.441 0.572
H -3.149 3.239 -1.184
H -2.001 5.305 -1.238
H -2.693 5.688 1.705
H -3.316 6.619 0.316
H -1.576 6.621 0.724
H -0.207 4.877 0.154
C -2.775 1.390 -3.288
C -3.465 0.420 -2.363
C -4.364 -0.534 -3.092
O -2.500 -0.365 -1.620
H -2.177 2.164 -2.844
H -3.578 2.001 -3.731
H -2.257 0.839 -4.057
H -4.089 0.979 -1.648
H -4.523 -1.438 -2.471
H -3.870 -0.892 -4.006
H -5.304 -0.081 -3.450
H -1.925 0.307 -1.194
C 0.546 -5.782 -1.895
C 1.653 -4.767 -1.692
C 2.269 -4.345 -2.988
O 1.112 -3.592 -1.024
H 0.212 -6.100 -0.895
H 0.851 -6.625 -2.509
H -0.277 -5.246 -2.365
H 2.422 -5.221 -1.067
H 2.862 -3.487 -2.671
H 1.465 -3.997 -3.684
H 2.898 -5.119 -3.485
H 0.473 -3.246 -1.654
C -2.387 1.417 3.674
C -2.170 2.732 4.435
C -0.812 3.380 4.176
O -3.156 3.696 4.080
H -1.571 0.743 3.948
H -2.305 1.608 2.616
H -3.314 0.894 3.904
H -2.214 2.457 5.490
H -0.739 3.677 3.115
H 0.027 2.736 4.402
H -0.754 4.297 4.765
H -3.203 4.358 4.788
C 1.458 3.146 -2.225
C 1.342 4.458 -2.996
O 1.825 4.415 -4.283
H 1.042 2.329 -2.820
H 0.958 3.248 -1.264
H 2.511 2.916 -2.085
H 1.930 5.230 -2.463
H 0.292 4.795 -2.977
H 1.127 4.036 -4.826
C 0.292 -0.829 -3.798
C -0.715 -2.023 -3.913
O -1.153 -2.500 -2.628
H -0.110 0.110 -3.396
H 0.697 -0.539 -4.781
H 1.141 -1.152 -3.216
H -0.298 -2.869 -4.471
H -1.606 -1.705 -4.469
H -1.529 -1.702 -2.274
C 0.674 -1.457 4.279
C 1.188 -0.131 4.831
O 2.322 -0.370 5.600
H 1.329 -1.916 3.554
H -0.304 -1.267 3.842
H 0.581 -2.128 5.155
H 0.420 0.226 5.559
H 1.375 0.675 4.103
H 3.039 -0.668 5.023
C 3.422 -0.241 -1.321
C 4.381 -0.480 -0.121
O 5.758 -0.538 -0.548
H 3.732 0.614 -1.913
H 2.423 0.074 -1.005
H 3.302 -1.080 -1.997
H 4.202 -1.432 0.372
H 4.278 0.314 0.649
H 6.024 0.271 -0.985
C 0.355 -0.625 0.462
C 0.156 0.862 0.694
O -0.868 1.388 -0.125
H -0.541 -1.232 0.703
H 1.196 -1.015 1.032
H 0.557 -0.852 -0.605
H 1.077 1.400 0.452
H -0.069 1.012 1.780
H -0.873 2.357 -0.001
```

---

# 4
This record from the Open Molecules 2025 dataset describes a single C3H7N5 molecule at a distorted geometry. The level of theory is ωB97M-V/def2-TZVPD.

Results
- max |F| (eV/Å) = 4.72
- ΔE to the lowest compared entry with this formula, charge and spin (eV) = 3.1664
- electronic energy (eV) = -10671.83433
- SMILES string = [H]/N=C1/NN/C(=N/[H])C1N

Geometry as XYZ:
```
15
C3H7N5 | the Open Molecules 2025 dataset | ωB97M-V/def2-TZVPD
H 2.330 1.039 -0.794
N 2.445 0.051 -0.513
C 1.265 -0.200 -0.020
N 0.981 -1.546 0.303
N -0.477 -1.663 0.114
C -1.058 -0.429 0.035
N -2.277 -0.401 -0.406
H -2.636 0.481 -0.752
C 0.032 0.529 0.451
N -0.181 1.916 -0.009
H 1.374 -2.277 -0.286
H -0.891 -2.420 -0.359
H 0.134 0.281 1.597
H -1.331 2.069 -0.228
H 0.290 2.571 0.865
```

---

# 5
This record from the Open Molecules 2025 dataset describes C50H47BrF3HfN8O4SeSi as an isolated structure. The level of theory is ωB97M-V/def2-TZVPD.

Results
- max |F| (eV/Å) = 0.95
- ΔE to the lowest compared entry with this formula, charge and spin (eV) = 0.0000
- net charge = +1
- electronic energy (eV) = -225450.40521

Geometry as XYZ:
```
116
C50H47BrF3HfN8O4SeSi | the Open Molecules 2025 dataset | ωB97M-V/def2-TZVPD
Hf -0.210 -0.333 -0.328
Se -5.976 -1.251 5.265
N -4.752 -0.011 4.970
C -4.049 -0.418 3.949
C -2.941 0.341 3.383
C -2.541 1.574 3.896
C -1.507 2.244 3.287
C -0.901 1.670 2.180
N -1.260 0.485 1.689
C -2.270 -0.180 2.280
C -2.645 -1.477 1.709
N -1.930 -1.903 0.659
C -2.251 -3.068 0.111
C -3.273 -3.881 0.586
C -4.011 -3.450 1.661
C -3.700 -2.219 2.237
C -4.429 -1.683 3.377
N -5.439 -2.290 3.939
H -3.058 1.974 4.760
H -1.169 3.205 3.650
H -0.103 2.177 1.658
H -1.678 -3.355 -0.758
H -3.481 -4.825 0.101
H -4.831 -4.031 2.066
O 1.564 0.678 1.009
C 2.742 0.991 1.173
C 3.406 0.934 2.513
C 3.420 2.374 3.092
C 3.840 3.526 2.158
C 2.847 3.841 1.018
C 3.004 2.930 -0.218
N 3.484 1.602 0.202
H 4.420 0.546 2.383
H 2.858 0.274 3.184
H 4.083 2.368 3.958
H 2.417 2.599 3.466
H 4.842 3.342 1.753
H 3.936 4.416 2.781
H 2.951 4.883 0.712
H 1.829 3.730 1.411
H 3.736 3.332 -0.917
H 2.057 2.814 -0.738
H 4.460 1.610 0.459
Br 3.308 -3.082 2.248
C 2.304 -4.375 1.300
C 2.641 -5.701 1.517
C 2.016 -6.706 0.794
C 1.080 -6.390 -0.178
C 0.753 -5.065 -0.401
C 1.330 -4.040 0.351
C 0.817 -2.664 0.101
O 0.352 -2.366 -1.046
O 0.774 -1.784 1.012
H 3.403 -5.942 2.245
H 2.278 -7.740 0.981
H 0.617 -7.171 -0.769
H 0.045 -4.796 -1.174
F -2.271 8.574 -3.592
C -2.859 8.027 -2.513
F -2.777 8.916 -1.510
F -4.164 7.875 -2.811
C -2.234 6.710 -2.153
C -1.954 6.399 -0.833
C -1.435 5.154 -0.518
C -1.198 4.210 -1.518
C -1.466 4.546 -2.849
C -1.985 5.789 -3.163
C -0.711 2.901 -1.176
C -0.274 1.800 -0.884
H -2.136 7.130 -0.056
H -1.212 4.902 0.511
H -1.269 3.823 -3.629
H -2.198 6.048 -4.192
C 10.119 -4.883 -4.748
C 9.288 -4.105 -3.758
C 9.876 -3.248 -2.832
C 9.109 -2.536 -1.922
C 7.726 -2.674 -1.907
N 6.995 -1.954 -0.922
C 5.792 -1.309 -0.991
O 5.292 -0.782 -0.007
N 5.214 -1.272 -2.244
C 3.941 -0.772 -2.546
C 3.696 -0.266 -3.817
C 2.447 0.246 -4.116
C 1.474 0.245 -3.140
N 1.692 -0.279 -1.931
C 2.890 -0.781 -1.637
C 7.125 -3.547 -2.811
C 7.904 -4.237 -3.728
H 11.178 -4.648 -4.642
H 9.821 -4.658 -5.773
H 9.995 -5.957 -4.598
H 10.953 -3.126 -2.825
H 9.585 -1.862 -1.218
H 7.458 -1.802 -0.043
H 5.829 -1.426 -3.025
H 4.489 -0.257 -4.558
H 2.234 0.654 -5.095
H 0.489 0.657 -3.318
H 3.037 -1.194 -0.649
H 6.057 -3.723 -2.778
H 7.420 -4.915 -4.424
C -2.108 -2.012 -3.349
Si -2.251 -0.511 -2.189
C -3.984 -0.606 -1.393
C -2.456 0.926 -3.413
H -2.934 -2.004 -4.067
H -2.128 -2.976 -2.827
H -1.170 -1.972 -3.913
H -4.748 -0.356 -2.137
H -4.084 0.110 -0.568
H -4.216 -1.602 -1.003
H -3.161 0.626 -4.196
H -1.517 1.206 -3.905
H -2.855 1.819 -2.921
```

---

# 6
This record from the Open Molecules 2025 dataset describes an isolated ion of composition C10H17O3Si and charge -1 at a distorted geometry. The level of theory is ωB97M-V/def2-TZVPD.

Results
- max |F| (eV/Å) = 5.15
- ΔE to the lowest compared entry with this formula, charge and spin (eV) = 1.2369
- net charge = -1
- electronic energy (eV) = -24664.29354

Geometry as XYZ:
```
31
C10H17O3Si | the Open Molecules 2025 dataset | ωB97M-V/def2-TZVPD
C 1.170 1.687 1.928
C 1.181 1.127 0.688
C 2.412 0.899 -0.048
C -2.168 1.213 0.441
C -2.325 1.921 -0.924
C -1.412 -0.140 0.350
C -0.899 1.940 -1.510
C -0.123 -0.005 -0.453
C -0.302 -2.884 -0.740
C 2.053 -2.302 0.977
O 3.355 1.699 0.002
O 2.469 -0.251 -0.635
O -0.285 0.686 -1.611
Si 1.192 -1.557 -0.631
H 0.262 1.764 2.428
H 2.222 2.137 2.225
H -1.683 1.997 1.081
H -3.079 0.938 1.019
H -2.978 1.447 -1.693
H -2.694 2.903 -0.724
H -1.194 -0.462 1.318
H -2.140 -0.860 -0.031
H -0.907 2.287 -2.480
H -0.360 2.740 -1.005
H -0.789 -2.726 -1.659
H 0.151 -3.868 -0.481
H -1.110 -2.788 -0.016
H 1.184 -2.824 1.454
H 2.664 -3.089 0.991
H 2.403 -1.548 1.687
H 1.729 -2.082 -1.943
```

---

# 7
This record from the Open Molecules 2025 dataset describes a single C5H7NO molecule. The level of theory is ωB97M-V/def2-TZVPD.

Results
- max |F| (eV/Å) = 0.52
- ΔE to the lowest compared entry with this formula, charge and spin (eV) = 3.6648
- electronic energy (eV) = -8832.53799

Geometry as XYZ:
```
14
C5H7NO | the Open Molecules 2025 dataset | ωB97M-V/def2-TZVPD
C 1.315 0.179 1.275
N 0.186 -0.014 0.382
C -1.070 0.182 0.660
C -1.812 0.034 -0.621
C -0.832 -0.386 -1.694
C 0.322 -0.363 -0.998
O 1.627 -0.605 -1.346
H 2.062 0.782 0.760
H 1.775 -0.774 1.542
H 0.986 0.692 2.179
H -1.392 0.450 1.659
H -2.756 -0.517 -0.550
H -2.075 1.085 -0.847
H 1.589 -0.738 -2.303
```

---

# 8
This record from the Open Molecules 2025 dataset describes C15H23IN2SiTi as an isolated structure at a distorted geometry. The level of theory is ωB97M-V/def2-TZVPD.

Results
- max |F| (eV/Å) = 1.85
- ΔE to the lowest compared entry with this formula, charge and spin (eV) = 0.0000
- net charge = +2
- electronic energy (eV) = -57987.74228

Geometry as XYZ:
```
43
C15H23IN2SiTi | the Open Molecules 2025 dataset | ωB97M-V/def2-TZVPD
C 0.837 3.704 -0.518
C 3.371 1.142 -0.629
H 0.417 4.059 -1.466
H 1.894 4.062 -0.480
H 0.317 4.117 0.353
H 3.650 0.671 -1.582
H 3.706 2.205 -0.680
H 3.883 0.682 0.224
C -1.637 2.406 -1.093
C -2.900 2.235 -1.635
C -3.212 1.038 -2.279
C -2.222 0.071 -2.379
H -1.403 3.304 -0.516
H -3.621 3.040 -1.546
H -4.208 0.853 -2.684
H -2.420 -0.899 -2.832
N -0.628 1.517 -1.290
C -0.928 0.327 -1.890
C 0.096 -0.707 -1.816
N 1.213 -0.389 -1.090
C 2.034 -1.393 -0.700
C 0.816 -3.007 -1.996
C 1.902 -2.689 -1.188
H 2.843 -1.127 -0.019
H 2.657 -3.429 -0.923
C -0.097 -2.015 -2.301
H -0.978 -2.215 -2.909
H 0.672 -4.023 -2.364
Ti 1.413 1.721 -0.517
I 0.861 1.398 2.015
C 0.990 -2.025 2.655
Si -0.397 -0.784 2.685
C -1.703 -1.094 1.388
C -1.144 -0.605 4.389
H 1.189 -2.400 1.643
H 0.691 -2.871 3.292
H 1.918 -1.600 3.059
H -2.511 -1.676 1.857
H -2.136 -0.168 0.990
H -1.312 -1.681 0.547
H -1.414 -1.606 4.762
H -0.440 -0.154 5.099
H -2.058 0.004 4.362
```